1.
This record from the Open Molecules 2025 dataset describes C28H22BClN5O2Re as an isolated structure. The level of theory is ωB97M-V/def2-TZVPD.

## Properties
- Total charge: +1
- Gap between HOMO and LUMO (spin up / spin down): 7.34 / 6.64 eV
- Total energy: -2067.626164 Ha
- <S²>: 3.783
- E_LUMO (spin up / spin down): -0.1350 / -0.1651 Eh
- HOMO energy (spin up / spin down): -11.018 / -11.133 eV
- Multiplicity: 4

CARTESIAN COORDINATES (ANGSTROEM)
Re  0.370  -0.590  0.474
C  1.515  2.217  3.466
C  1.047  3.461  3.080
C  0.403  3.600  1.863
C  0.198  2.526  0.996
C  0.641  1.251  1.406
C  1.305  1.131  2.633
C  -0.428  2.774  -0.339
C  -0.697  4.093  -0.803
C  -1.238  4.267  -2.035
C  -1.514  3.146  -2.849
C  -2.065  3.265  -4.147
C  -2.293  2.154  -4.903
C  -1.968  0.879  -4.386
C  -1.434  0.740  -3.137
C  -1.198  1.877  -2.327
N  -0.664  1.717  -1.072
H  2.026  2.081  4.412
H  1.184  4.325  3.719
H  0.053  4.585  1.590
H  1.648  0.172  2.982
H  -0.461  4.960  -0.205
H  -1.448  5.264  -2.408
H  -2.298  4.253  -4.527
H  -2.715  2.244  -5.895
H  -2.144  -0.002  -4.992
H  -1.186  -0.241  -2.758
Cl  3.316  -4.609  5.909
C  2.384  -3.660  4.801
C  1.014  -3.444  5.052
C  0.242  -2.694  4.202
C  0.799  -2.126  3.051
O  0.013  -1.420  2.254
C  2.175  -2.332  2.806
C  2.852  -1.773  1.703
O  2.373  -1.028  0.804
C  2.956  -3.114  3.700
H  0.570  -3.884  5.936
H  -0.811  -2.528  4.394
H  3.919  -1.983  1.615
H  4.011  -3.266  3.499
B  -0.226  -2.737  -1.358
N  -1.592  -2.148  -0.874
C  -2.850  -2.576  -0.965
C  -3.663  -1.754  -0.190
C  -2.802  -0.826  0.377
N  -1.556  -1.074  -0.049
N  0.494  -1.627  -2.188
C  1.046  -1.614  -3.399
C  1.772  -0.436  -3.550
C  1.628  0.231  -2.342
N  0.854  -0.500  -1.528
H  0.461  -2.916  -0.339
H  -0.403  -3.715  -2.026
H  -3.092  -3.430  -1.580
H  -4.732  -1.818  -0.063
H  -3.000  0.007  1.034
H  0.884  -2.433  -4.083
H  2.322  -0.109  -4.419
H  2.006  1.189  -2.020

Forces on the atoms, in the same order (eV/Å):
Re 0.647 -0.150 0.631
C 0.024 -0.020 0.005
C -0.011 0.034 -0.004
C -0.005 0.105 0.007
C 0.031 0.225 -0.066
C -0.199 -0.446 -0.311
C -0.059 0.262 0.145
C 0.172 -0.082 0.246
C 0.041 0.045 0.106
C -0.019 0.071 -0.068
C -0.005 0.102 -0.049
C 0.020 0.051 0.058
C 0.023 -0.124 -0.006
C -0.044 0.057 -0.069
C -0.105 -0.017 0.079
C 0.015 -0.192 0.160
N -0.378 0.173 -0.170
H -0.022 0.022 -0.058
H -0.015 -0.039 -0.026
H 0.010 -0.047 0.019
H 0.077 -0.009 0.014
H -0.018 -0.074 -0.003
H 0.003 -0.063 0.015
H 0.001 -0.023 0.023
H 0.012 -0.015 0.029
H -0.001 0.029 0.001
H -0.177 0.128 -0.001
Cl -0.078 0.048 -0.062
C -0.151 -0.099 0.249
C -0.021 -0.036 0.082
C -0.143 -0.098 0.189
C -0.439 0.352 -0.527
O 0.236 -0.376 0.257
C 0.219 -0.120 0.009
C -0.090 0.352 -0.354
O 0.002 -0.122 0.207
C 0.147 0.106 -0.221
H 0.018 0.015 -0.028
H 0.075 -0.028 0.015
H 0.047 0.006 -0.034
H -0.094 0.031 -0.009
B -0.224 0.213 -0.249
N -0.001 -0.065 0.111
C -0.099 0.076 -0.080
C -0.077 -0.007 -0.013
C 0.106 0.012 -0.211
N -0.373 0.155 0.080
N 0.401 -0.237 0.188
C 0.014 0.084 -0.217
C 0.001 -0.067 -0.056
C -0.155 -0.160 0.068
N 0.546 -0.132 -0.446
H -0.077 0.173 -0.020
H 0.107 0.022 0.202
H 0.018 0.045 0.059
H 0.110 -0.012 -0.014
H 0.018 -0.077 -0.016
H 0.014 0.060 0.056
H -0.064 -0.044 0.097
H -0.009 -0.071 -0.020

Results of the Mulliken charge analysis, in e, for atoms 1 through 2: atom 1 (Re): 1.03, atom 2 (C): -0.92

2.
This record from the Open Molecules 2025 dataset describes C28H22Br2FN5O4Zn as an isolated structure. The level of theory is ωB97M-V/def2-TZVPD.

## Properties
- Gap between HOMO and LUMO: 7.05 eV
- Total energy: -8682.082110 Ha
- E_LUMO: -0.0184 Eh
- HOMO energy: -7.546 eV

CARTESIAN COORDINATES (ANGSTROEM)
Zn  -2.240  1.190  1.521
C  2.983  1.271  -3.537
C  2.705  -0.234  -3.599
C  3.952  -1.049  -3.927
C  4.931  -0.996  -2.761
C  4.264  -1.459  -1.489
C  5.040  -1.996  -0.467
C  4.446  -2.456  0.684
F  5.215  -2.939  1.686
C  3.074  -2.456  0.827
C  2.283  -1.944  -0.183
C  0.455  -0.644  -0.681
O  0.307  -0.082  1.906
C  -0.172  0.381  -1.502
C  0.710  -0.683  -2.155
N  2.119  -0.716  -2.357
C  2.870  -1.371  -1.354
C  -1.583  0.972  -1.453
O  -2.010  1.666  -2.353
O  -2.172  0.702  -0.329
H  3.475  1.599  -4.455
H  3.625  1.512  -2.689
H  2.049  1.827  -3.436
H  1.953  -0.400  -4.378
H  4.413  -0.674  -4.841
H  3.650  -2.085  -4.096
H  5.310  0.023  -2.640
H  5.794  -1.631  -2.966
H  6.116  -2.058  -0.577
H  2.617  -2.866  1.720
H  0.142  -1.413  -2.730
C  0.216  3.109  0.233
C  0.346  1.655  0.533
C  0.921  0.786  -0.504
C  0.758  -1.969  -0.051
C  -0.037  -2.268  1.204
C  -0.648  -3.496  1.425
Br  0.005  -5.054  0.555
C  -1.773  -3.615  2.225
C  -2.347  -2.465  2.732
Br  -4.002  -2.537  3.642
C  -1.774  -1.195  2.561
O  -2.404  -0.081  2.891
C  -0.523  -1.182  1.927
N  -0.182  1.216  1.617
H  1.212  3.556  0.239
H  -0.395  3.608  0.985
H  -0.211  3.253  -0.760
H  1.848  1.140  -0.948
H  0.412  -2.725  -0.761
H  -2.239  -4.576  2.384
N  -6.563  2.062  4.278
C  -5.867  2.458  3.187
C  -4.583  1.942  2.924
N  -3.906  2.319  1.850
C  -4.465  3.209  1.019
C  -5.715  3.721  1.306
N  -6.417  3.360  2.374
H  -6.248  1.271  4.809
H  -7.514  2.367  4.374
H  -4.127  1.206  3.576
H  -3.920  3.484  0.127
H  -6.180  4.448  0.651

Forces on the atoms, in the same order (eV/Å):
Zn -0.327 0.392 -0.311
C -0.040 -0.138 -0.080
C 0.093 0.087 0.002
C -0.067 0.032 0.100
C -0.079 0.019 -0.024
C -0.088 0.036 -0.040
C 0.028 -0.067 0.073
C -0.073 0.022 -0.077
F 0.020 -0.032 -0.013
C 0.096 -0.028 -0.040
C -0.187 -0.017 0.073
C 0.321 0.205 -0.580
O 0.128 0.035 0.022
C -0.070 -0.118 0.388
C 0.023 0.084 0.162
N -0.147 0.064 -0.174
C 0.241 -0.104 0.095
C 0.125 0.080 -0.081
O 0.055 -0.118 0.043
O -0.229 0.070 -0.612
H -0.003 0.048 0.018
H 0.018 0.034 -0.004
H 0.005 0.001 0.047
H 0.034 -0.056 -0.024
H -0.022 -0.001 -0.011
H 0.046 -0.010 -0.043
H 0.039 -0.006 -0.012
H 0.024 0.020 0.024
H -0.007 0.011 0.009
H -0.003 0.017 0.006
H -0.044 -0.055 0.118
C -0.163 0.004 -0.025
C 0.023 -0.207 0.095
C -0.096 -0.107 0.015
C -0.056 0.108 0.057
C 0.065 0.106 0.061
C 0.056 -0.121 0.029
Br -0.002 0.038 -0.006
C 0.022 0.027 -0.024
C 0.020 0.219 0.055
Br -0.014 -0.102 0.015
C -0.036 -0.039 0.032
O 0.109 -0.465 0.557
C -0.282 -0.189 -0.076
N 0.352 0.156 0.097
H 0.010 0.009 0.002
H 0.042 0.037 0.002
H 0.004 0.016 0.008
H 0.027 -0.020 0.004
H -0.055 0.025 -0.005
H 0.000 0.002 0.000
N 0.051 0.005 0.108
C 0.063 0.177 -0.306
C -0.041 -0.027 0.122
N -0.171 0.008 0.222
C 0.047 0.110 -0.186
C 0.046 -0.006 0.026
N 0.002 -0.144 0.160
H -0.056 -0.016 0.029
H -0.016 -0.016 -0.023
H 0.056 -0.037 -0.066
H 0.018 -0.045 0.005
H 0.060 -0.013 -0.042

Results of the Mulliken charge analysis, in e, for atoms 1 through 2: atom 1 (Zn): -0.38, atom 2 (C): -1.52

3.
This record from the Open Molecules 2025 dataset describes C28H22F6MnN4O12PS2 as an isolated structure. The level of theory is ωB97M-V/def2-TZVPD.

## Properties
- Gap between HOMO and LUMO (spin up / spin down): 6.92 / 7.74 eV
- Total energy: -5089.773514 Ha
- <S²>: 6.463
- E_LUMO (spin up / spin down): -0.0709 / -0.0448 Eh
- HOMO energy (spin up / spin down): -8.849 / -8.964 eV
- Multiplicity: 5
- ΔE to the lowest compared entry with this formula, charge and spin: 206.2 kJ/mol

CARTESIAN COORDINATES (ANGSTROEM)
Mn  -0.359  -0.659  -1.403
C  2.706  2.440  2.722
C  1.901  3.236  1.915
C  0.717  2.728  1.404
C  0.314  1.426  1.707
C  1.128  0.634  2.511
C  2.322  1.140  3.013
P  -1.263  0.861  0.980
C  -2.504  1.537  2.141
C  -2.166  2.230  3.299
C  -3.160  2.694  4.152
C  -4.495  2.464  3.861
C  -4.839  1.769  2.708
C  -3.851  1.315  1.851
C  -1.307  -0.914  1.372
C  -1.666  -1.527  2.576
C  -1.622  -2.907  2.680
C  -1.229  -3.690  1.598
C  -0.884  -3.105  0.385
C  -0.950  -1.731  0.324
H  3.636  2.835  3.114
H  2.202  4.248  1.674
H  0.101  3.345  0.757
H  0.845  -0.386  2.740
H  2.949  0.509  3.630
H  -1.127  2.412  3.543
H  -2.884  3.235  5.049
H  -5.266  2.826  4.528
H  -5.879  1.586  2.473
H  -4.128  0.776  0.954
H  -1.980  -0.916  3.415
H  -1.894  -3.385  3.612
H  -1.192  -4.768  1.695
H  -0.584  -3.708  -0.462
F  -4.015  0.248  -1.363
C  -3.934  1.258  -2.237
F  -5.112  1.406  -2.829
F  -3.624  2.370  -1.583
S  -2.637  0.879  -3.490
O  -1.414  0.768  -2.713
O  -2.721  1.907  -4.463
N  -3.102  -0.511  -4.069
S  -2.520  -1.862  -3.552
O  -2.013  -1.823  -2.176
O  -1.668  -2.523  -4.500
C  -4.038  -2.896  -3.413
F  -3.688  -4.095  -2.961
F  -4.609  -3.019  -4.600
F  -4.889  -2.337  -2.564
O  6.388  2.598  0.696
N  6.202  1.433  0.986
O  6.967  0.745  1.633
C  4.956  0.813  0.541
C  4.682  -0.503  0.912
C  3.502  -1.044  0.501
C  2.497  -0.351  -0.235
O  1.407  -0.953  -0.493
C  2.860  0.979  -0.581
C  4.065  1.549  -0.198
N  1.954  1.817  -1.337
O  0.819  1.405  -1.568
O  2.333  2.907  -1.697
N  3.186  -2.426  0.886
O  3.118  -2.668  2.074
O  3.026  -3.228  -0.009
H  5.384  -1.063  1.513
H  4.288  2.570  -0.468
C  2.728  -0.798  -4.030
C  2.030  -1.941  -3.330
O  0.637  -1.631  -3.100
H  3.784  -1.034  -4.170
H  2.660  0.117  -3.440
H  2.285  -0.603  -5.007
H  2.464  -2.151  -2.355
H  2.078  -2.857  -3.919
H  0.087  -2.000  -3.809

Forces on the atoms, in the same order (eV/Å):
Mn 0.182 0.008 0.092
C -0.011 0.024 -0.002
C 0.008 0.004 0.027
C -0.016 -0.007 -0.008
C 0.000 -0.009 0.020
C 0.017 0.009 0.003
C -0.017 -0.023 -0.001
P -0.002 0.057 0.045
C -0.021 -0.025 -0.011
C 0.003 0.016 0.006
C 0.013 0.006 0.003
C -0.004 -0.007 -0.012
C -0.008 0.009 0.008
C 0.008 0.005 0.012
C 0.002 -0.047 -0.002
C -0.001 0.009 -0.012
C -0.005 -0.001 0.016
C 0.006 -0.018 -0.013
C 0.004 0.019 -0.010
C -0.010 0.040 0.007
H 0.002 -0.003 0.000
H -0.002 0.000 -0.004
H 0.000 -0.001 0.000
H -0.002 0.000 -0.001
H 0.003 0.004 0.000
H 0.000 -0.004 -0.004
H -0.001 0.000 0.001
H -0.001 0.001 -0.001
H 0.000 0.000 0.002
H 0.003 -0.005 -0.016
H 0.000 -0.002 0.002
H -0.001 0.002 0.000
H -0.001 0.000 0.001
H 0.005 0.002 -0.001
F -0.005 0.023 -0.002
C 0.004 -0.019 0.007
F 0.008 -0.003 0.006
F 0.004 0.003 -0.013
S -0.052 -0.019 -0.065
O -0.016 0.024 0.066
O -0.012 0.019 -0.005
N 0.013 -0.022 0.025
S -0.044 0.022 -0.004
O -0.020 -0.026 -0.027
O 0.025 -0.026 -0.002
C 0.007 0.025 -0.002
F 0.008 -0.008 0.004
F -0.001 0.000 -0.005
F 0.000 -0.003 -0.004
O 0.004 -0.009 -0.014
N -0.003 0.018 0.047
O 0.003 -0.001 -0.017
C -0.015 -0.038 -0.004
C 0.004 0.053 -0.032
C -0.030 -0.002 0.020
C -0.061 -0.025 -0.034
O 0.004 0.056 -0.058
C -0.008 -0.065 -0.020
C 0.023 -0.011 -0.016
N 0.066 0.020 0.197
O -0.083 -0.024 -0.194
O 0.019 0.009 -0.010
N 0.021 -0.006 0.014
O 0.004 0.003 -0.014
O -0.002 0.005 0.007
H -0.006 -0.009 0.001
H 0.000 0.001 0.000
C 0.011 0.010 0.011
C -0.009 -0.001 -0.017
O 0.007 -0.035 0.003
H -0.001 -0.005 -0.001
H -0.003 -0.001 0.000
H -0.001 -0.003 -0.002
H 0.003 0.000 -0.002
H -0.002 0.003 -0.006
H -0.018 0.002 0.014

Results of the Mulliken charge analysis, in e, for atoms 1 through 2: atom 1 (Mn): 1.29, atom 2 (C): -0.61